[1]
Entry from the Open Molecules 2025 dataset: a structure of composition C6H7CaF6N4O4S6Sb (ωB97M-V with the def2-TZVPD basis set).

Atoms and positions in Å:
Ca: -0.9711 0.5012 -0.4124
F: -2.7754 1.9966 3.7365
C: -3.3566 1.2116 2.8325
F: -4.4651 0.6964 3.3633
F: -3.6785 1.9287 1.7711
S: -2.1772 -0.1561 2.4180
O: -0.9281 0.5048 2.0834
O: -2.2191 -1.0595 3.5201
N: -2.8346 -0.6384 1.0555
S: -2.3988 -1.9818 0.3611
O: -2.2368 -1.6716 -1.0389
O: -1.3478 -2.6898 1.0256
C: -3.8911 -3.0459 0.5009
F: -3.6575 -4.2237 -0.0746
F: -4.9330 -2.4726 -0.0950
F: -4.1771 -3.2385 1.7849
S: 0.5621 4.5305 -3.4723
Sb: -0.9920 2.9441 -2.9096
S: -0.3244 0.7135 -3.2021
S: -1.7115 3.1537 -0.6483
C: 4.9381 -1.6849 -0.4508
C: 3.9224 -1.3164 -1.5336
C: 3.0781 -0.1496 -1.1362
N: 1.9892 -0.2504 -0.4653
N: 1.3905 0.9562 -0.2124
C: 2.0636 1.9791 -0.6762
N: 1.7262 3.2702 -0.4918
S: 3.5079 1.4973 -1.5034
H: 5.5373 -2.5414 -0.7617
H: 4.4245 -1.9393 0.4759
H: 5.6121 -0.8515 -0.2472
H: 3.2508 -2.1546 -1.7212
H: 4.4340 -1.0904 -2.4707
H: 0.7880 3.3881 -0.1089
H: 1.8508 3.8845 -1.2965

Summary:
- E_tot (eV) = -126785.222
- charge = -1
- 2S+1 = 2
- expectation value of S² = 0.7595
- Kohn-Sham gap (spin up / spin down) (eV) = 6.7 / 6.4
- energy relative to the best compared isomer or geometry (same formula, charge and spin) (kcal per mole) = 2.4
- M (g mol⁻¹) = 667.37
- E_HOMO (spin up / spin down) (eV) = -4.284 / -5.105

[2]
Entry from the Open Molecules 2025 dataset: a cluster of 2 separate species, C6H7Cl in total in a non-equilibrium geometry (ωB97M-V with the def2-TZVPD basis set).

Atoms and positions in Å:
C: 1.4700 0.7443 0.3597
C: 0.7007 -0.1270 0.9991
C: -0.0345 -1.3812 0.9868
C: -0.4371 -0.3182 2.0566
H: 1.1926 1.6830 0.6012
H: 2.2070 0.5714 -0.4032
H: 0.4901 -2.2918 1.3376
H: -0.7866 -1.4714 0.1775
H: -1.4178 0.0647 1.8411
H: -0.0603 -0.4671 3.0068
C: -0.8582 0.0281 -2.9308
C: -0.7644 1.1719 -2.5458
Cl: -0.4352 2.7400 -2.3002
H: -1.2662 -0.9468 -3.1864

Summary:
- E_tot (eV) = -18852.649
- structure (SMILES) = C=C1CC1.C#CCl
- charge = 0
- Kohn-Sham gap (eV) = 10.0
- energy relative to the best compared isomer or geometry (same formula, charge and spin) (kcal per mole) = 101.7
- M (g mol⁻¹) = 114.57
- E_HOMO (eV) = -9.283